1.
C26H25N4OS3SiW as an isolated structure at a distorted geometry, computed with ωB97M-V/def2-TZVPD.

## Properties
**E**: -77578.999 eV
**HOMO energy (alpha / beta)**: -11.23 / -11.23 eV
**Molar mass**: 717.640 g/mol
**Multiplicity**: 3
**Energy above the lowest of the compared OMol25 structures with the same formula, charge and spin**: 1.488 eV
**Charge**: +1

Positions of all 61 atoms, in Å:
1 W -0.339 0.610 -0.273
2 S -0.661 2.907 -1.110
3 C -1.554 3.161 0.371
4 S -2.069 1.653 1.085
5 C -1.659 4.374 0.974
6 C -2.330 4.532 2.222
7 N -2.843 4.657 3.244
8 C -0.943 5.494 0.454
9 N -0.294 6.364 0.072
10 C 0.317 -3.313 -3.251
11 C 0.263 -3.707 -1.768
12 C -0.740 -4.848 -1.564
13 C 1.660 -4.145 -1.299
14 Si -0.205 -2.176 -0.783
15 O 0.846 -0.948 -0.953
16 C -1.760 -1.087 -1.231
17 C -3.025 -1.176 -0.621
18 C -4.058 -0.332 -0.979
19 C -3.851 0.662 -1.938
20 C -2.623 0.794 -2.546
21 C -1.553 -0.061 -2.197
22 C -0.609 -2.225 1.076
23 C -1.357 -3.177 1.761
24 C -1.876 -2.901 3.019
25 C -1.656 -1.669 3.623
26 C -0.899 -0.709 2.972
27 C -0.396 -0.992 1.707
28 H 0.665 -4.165 -3.839
29 H 1.012 -2.487 -3.418
30 H -0.668 -3.021 -3.624
31 H -0.448 -5.700 -2.183
32 H -1.752 -4.555 -1.853
33 H -0.758 -5.185 -0.526
34 H 2.008 -4.966 -1.929
35 H 1.647 -4.490 -0.263
36 H 2.385 -3.332 -1.382
37 H -3.202 -1.946 0.121
38 H -5.027 -0.436 -0.508
39 H -4.663 1.324 -2.209
40 H -2.477 1.538 -3.318
41 H -0.705 -0.125 -2.872
42 H -1.542 -4.144 1.309
43 H -2.468 -3.653 3.526
44 H -2.057 -1.459 4.605
45 H -0.698 0.240 3.451
46 H 0.374 -0.303 1.279
47 N 4.980 5.055 1.119
48 C 5.066 3.724 1.030
49 S 6.454 2.868 1.257
50 C 3.808 2.981 0.792
51 C 2.632 3.301 1.470
52 C 1.498 2.554 1.262
53 N 1.448 1.531 0.388
54 C 2.591 1.214 -0.266
55 C 3.768 1.895 -0.083
56 H 5.818 5.582 1.304
57 H 4.138 5.549 0.871
58 H 2.600 4.114 2.182
59 H 0.590 2.780 1.803
60 H 2.534 0.381 -0.949
61 H 4.661 1.598 -0.613

---

2.
One molecule with the formula C26H25N5O3S at a distorted geometry, computed with ωB97M-V/def2-TZVPD.

## Properties
**E**: -51796.972 eV
**HOMO energy**: -8.28 eV
**Molar mass**: 487.585 g/mol
**Energy above the lowest of the compared OMol25 structures with the same formula, charge and spin**: 0.000 eV
**Charge**: 0

Positions of all 60 atoms, in Å:
1 C 3.615 -0.548 3.730
2 C 2.706 0.544 3.257
3 C 2.552 1.728 3.963
4 C 1.708 2.725 3.507
5 C 0.996 2.585 2.325
6 C 0.074 3.658 1.834
7 C 1.167 1.395 1.616
8 N 0.481 1.203 0.393
9 C -0.527 0.331 0.117
10 C -1.072 -0.663 1.080
11 N -2.375 -1.116 0.669
12 C -3.492 -0.724 1.336
13 O -3.464 -0.136 2.400
14 C -4.747 -1.122 0.682
15 C -6.042 -0.937 1.091
16 C -6.857 -1.502 0.088
17 C -6.003 -1.988 -0.857
18 O -4.729 -1.766 -0.511
19 N -0.921 0.477 -1.121
20 N -0.180 1.439 -1.686
21 C 0.666 1.865 -0.791
22 S 1.969 3.005 -1.059
23 C 3.041 1.965 -2.139
24 C 2.958 0.539 -1.626
25 O 3.555 0.221 -0.615
26 N 2.150 -0.313 -2.302
27 C 1.462 -0.049 -3.568
28 C 0.350 -1.104 -3.668
29 C 0.668 -2.048 -2.552
30 C 0.046 -3.224 -2.198
31 C 0.505 -3.920 -1.086
32 C 1.579 -3.440 -0.357
33 C 2.213 -2.255 -0.705
34 C 1.734 -1.556 -1.798
35 C 1.993 0.385 2.077
36 H 4.328 -0.803 2.948
37 H 4.161 -0.243 4.619
38 H 3.041 -1.444 3.965
39 H 3.099 1.876 4.883
40 H 1.599 3.634 4.078
41 H 0.496 4.153 0.957
42 H -0.892 3.241 1.552
43 H -0.082 4.406 2.606
44 H -1.177 -0.213 2.074
45 H -0.385 -1.517 1.146
46 H -2.460 -1.441 -0.281
47 H -6.351 -0.457 1.996
48 H -7.927 -1.542 0.069
49 H -6.177 -2.494 -1.786
50 H 2.750 2.106 -3.176
51 H 4.045 2.351 -1.968
52 H 2.184 -0.146 -4.387
53 H 1.028 0.950 -3.574
54 H -0.627 -0.647 -3.499
55 H 0.340 -1.600 -4.638
56 H -0.786 -3.597 -2.777
57 H 0.025 -4.841 -0.794
58 H 1.938 -3.996 0.497
59 H 3.059 -1.893 -0.144
60 H 2.101 -0.516 1.495

---

3.
One molecule with the formula C26H25N5O3S at a distorted geometry, computed with ωB97M-V/def2-TZVPD.

## Properties
**E**: -51796.925 eV
**HOMO energy**: -8.28 eV
**Molar mass**: 487.585 g/mol
**Energy above the lowest of the compared OMol25 structures with the same formula, charge and spin**: 0.047 eV
**Charge**: 0

Positions of all 60 atoms, in Å:
1 C -4.169 -0.525 3.033
2 C -2.972 -0.301 2.168
3 C -2.336 0.932 2.098
4 C -1.272 1.134 1.241
5 C -0.807 0.124 0.407
6 C 0.304 0.412 -0.557
7 C -1.440 -1.116 0.494
8 N -1.038 -2.188 -0.339
9 C -1.680 -2.708 -1.433
10 C -2.986 -2.217 -1.952
11 N -3.086 -0.779 -1.884
12 C -3.982 -0.162 -1.075
13 O -4.860 -0.752 -0.474
14 C -3.793 1.291 -0.971
15 C -4.505 2.214 -0.250
16 C -3.856 3.452 -0.445
17 C -2.799 3.194 -1.265
18 O -2.750 1.896 -1.591
19 N -0.972 -3.675 -1.946
20 N 0.131 -3.835 -1.207
21 C 0.097 -2.945 -0.255
22 S 1.282 -2.730 1.000
23 C 2.772 -3.058 -0.016
24 C 3.100 -1.774 -0.756
25 O 2.777 -1.622 -1.916
26 N 3.703 -0.808 -0.016
27 C 4.099 -0.952 1.383
28 C 4.598 0.433 1.829
29 C 4.537 1.246 0.571
30 C 4.906 2.556 0.362
31 C 4.742 3.104 -0.904
32 C 4.214 2.342 -1.932
33 C 3.838 1.021 -1.733
34 C 4.007 0.482 -0.469
35 C -2.496 -1.328 1.367
36 H -5.041 -0.666 2.395
37 H -4.048 -1.423 3.637
38 H -4.345 0.323 3.689
39 H -2.685 1.748 2.714
40 H -0.796 2.103 1.195
41 H 0.556 -0.445 -1.176
42 H 0.022 1.234 -1.214
43 H 1.200 0.719 -0.019
44 H -3.813 -2.608 -1.347
45 H -3.097 -2.577 -2.979
46 H -2.367 -0.230 -2.330
47 H -5.376 2.013 0.337
48 H -4.135 4.400 -0.033
49 H -2.040 3.831 -1.675
50 H 3.556 -3.399 0.654
51 H 2.495 -3.834 -0.729
52 H 4.894 -1.701 1.464
53 H 3.246 -1.283 1.982
54 H 3.956 0.861 2.601
55 H 5.612 0.388 2.228
56 H 5.317 3.145 1.169
57 H 5.028 4.129 -1.084
58 H 4.092 2.779 -2.912
59 H 3.429 0.430 -2.534
60 H -2.967 -2.299 1.399

---

4.
C26H25N5O5RuSeTe as an isolated structure at a distorted geometry, computed with ωB97M-V/def2-TZVPD.

## Properties
**E**: -120268.257 eV
**HOMO energy (alpha / beta)**: -9.75 / -9.72 eV
**Molar mass**: 795.146 g/mol
**Multiplicity**: 2
**Energy above the lowest of the compared OMol25 structures with the same formula, charge and spin**: 2.214 eV
**Charge**: +1

Positions of all 64 atoms, in Å:
1 Ru 0.602 0.601 0.839
2 O 0.894 0.472 3.119
3 C 1.851 0.489 3.953
4 C 1.544 0.471 5.348
5 C 2.517 0.493 6.306
6 C 3.864 0.551 5.935
7 C 4.208 0.574 4.602
8 C 3.246 0.531 3.587
9 C 3.650 0.500 2.208
10 N 2.858 0.374 1.140
11 C 3.659 0.310 0.046
12 C 4.964 0.411 0.436
13 N 4.945 0.527 1.791
14 H 0.501 0.445 5.622
15 H 2.246 0.472 7.351
16 H 4.627 0.575 6.696
17 H 5.255 0.620 4.347
18 H 3.253 0.196 -0.942
19 H 5.873 0.409 -0.130
20 H 5.761 0.633 2.372
21 C -1.790 -2.387 -0.502
22 Te 0.170 -2.098 0.348
23 C -0.231 -3.426 2.011
24 H -1.865 -3.404 -0.873
25 H -1.891 -1.693 -1.327
26 H -2.565 -2.208 0.237
27 H -1.150 -3.137 2.510
28 H 0.587 -3.369 2.719
29 H -0.319 -4.447 1.658
30 C -2.494 0.630 2.550
31 N -2.573 0.887 1.138
32 C -1.689 1.633 0.414
33 Se -0.442 2.847 1.143
34 N -2.147 1.674 -0.868
35 C -3.283 0.907 -0.988
36 C -4.094 0.590 -2.067
37 C -5.205 -0.192 -1.812
38 C -5.501 -0.650 -0.528
39 C -4.687 -0.359 0.550
40 C -3.567 0.422 0.303
41 H -1.561 1.044 2.948
42 H -2.513 -0.445 2.739
43 H -3.341 1.095 3.057
44 H -1.681 2.162 -1.620
45 H -3.870 0.950 -3.057
46 H -5.863 -0.452 -2.624
47 H -6.390 -1.237 -0.368
48 H -4.925 -0.707 1.542
49 O 1.253 1.582 -1.318
50 C 0.648 0.724 -1.988
51 O -0.108 -0.143 -1.457
52 C 0.757 0.694 -3.473
53 C 1.646 1.516 -4.160
54 C 1.735 1.439 -5.541
55 C 0.932 0.555 -6.243
56 C 0.034 -0.243 -5.545
57 C -0.061 -0.189 -4.166
58 N -0.837 -1.151 -6.264
59 O -0.614 -1.333 -7.436
60 O -1.740 -1.661 -5.636
61 H 2.259 2.205 -3.600
62 H 2.425 2.073 -6.077
63 H 0.986 0.473 -7.319
64 H -0.752 -0.828 -3.636

---

What is the molar mass in the fourth record?
795.146 g/mol